Entry 1:
{"formula": "C6H14O", "method": "wB97M-V/def2-TZVPD", "lumo_energy_ha": 0.038, "total_energy_ev": -8495.1777, "relative_energy_kj_mol": 165.4, "mol_weight_g_mol": 102.18, "smiles": "C=C(CC)CC.O", "symbols": ["C", "C", "C", "C", "C", "C", "H", "H", "H", "H", "H", "H", "H", "H", "H", "H", "H", "H", "O", "H", "H"], "xyz": [[-1.80282, 0.14570, 0.68194], [-1.00797, -0.71433, 0.05359], [-0.24296, -1.86308, 0.64810], [0.11900, -1.69762, 2.14846], [-0.65133, -0.58511, -1.42253], [-1.50279, 0.51080, -2.09980], [-1.98467, -0.04576, 1.74134], [-2.33265, 1.03845, 0.39695], [0.60395, -2.20143, 0.06474], [-0.85111, -2.78768, 0.61288], [0.07866, -2.64699, 2.67082], [-0.73462, -1.19696, 2.62654], [0.96134, -1.03641, 2.28797], [-0.80256, -1.44468, -2.10411], [0.40575, -0.25592, -1.59647], [-1.76246, 1.41040, -1.55267], [-2.41552, 0.09165, -2.57799], [-0.93808, 0.81813, -3.00215], [4.79970, 3.77802, 0.16770], [5.20741, 4.22639, -0.58380], [4.85374, 4.45644, 0.83846]], "mulliken_charge": [-1.062, 0.746, -0.518, -1.072, -0.296, -1.254, 0.214, 0.221, 0.345, 0.265, 0.351, 0.237, 0.296, 0.290, 0.274, 0.337, 0.275, 0.351, -0.638, 0.320, 0.318]}

***

Entry 2:
{"formula": "CO5S", "method": "wB97M-V/def2-TZVPD", "lumo_energy_ha": [-0.001, -0.198], "total_energy_ev": -22103.6345, "mol_weight_g_mol": 124.07, "spin_multiplicity": 3, "symbols": ["C", "O", "O", "O", "O", "O", "S"], "xyz": [[-1.76150, 0.08268, -0.10581], [-2.58767, -0.64976, 0.11455], [0.85641, -0.21612, 1.36018], [1.15009, -1.15354, -0.83208], [2.07290, 1.02141, -0.42610], [-1.04085, 0.94694, -0.16452], [1.31062, -0.03161, 0.05379]], "mulliken_charge": [0.663, -0.309, -0.333, -0.218, -0.330, -0.331, 0.857]}

***

Entry 3:
{"formula": "C13H9N11O4PtTe", "method": "wB97M-V/def2-TZVPD", "lumo_energy_ha": 0.166, "total_energy_ev": -48750.9554, "charge": -2, "relative_energy_kj_mol": 46.0, "mol_weight_g_mol": 705.97, "symbols": ["Pt", "O", "C", "O", "C", "C", "N", "N", "C", "C", "O", "O", "H", "H", "H", "N", "C", "N", "N", "N", "N", "C", "N", "N", "N", "N", "H", "Te", "C", "C", "C", "C", "C", "C", "H", "H", "H", "H", "H"], "xyz": [[-0.93438, -0.55435, 0.01932], [4.34199, -3.32819, -1.67702], [4.47366, -3.36271, -0.37450], [5.50365, -3.72276, 0.16854], [3.29943, -2.95347, 0.44619], [3.33330, -3.00905, 1.81802], [2.12457, -2.61017, 2.24879], [1.29392, -2.28515, 1.25458], [1.98394, -2.48039, 0.14435], [1.35500, -2.19621, -1.19797], [2.02616, -2.50294, -2.20821], [0.20559, -1.69829, -1.26247], [3.38820, -3.00082, -1.93417], [4.13176, -3.30126, 2.47768], [1.80756, -2.49308, 3.19387], [-4.12974, -0.86671, 1.15824], [-3.42143, 0.25320, 1.51896], [-3.93116, 1.19654, 2.29081], [-2.93755, 2.10536, 2.39806], [-1.90317, 1.73381, 1.73844], [-2.17014, 0.53880, 1.15757], [-3.72885, -1.79991, 0.23079], [-4.50045, -2.78378, -0.19334], [-3.71068, -3.45956, -1.06162], [-2.55200, -2.91260, -1.15000], [-2.52605, -1.83579, -0.32870], [-5.08702, -0.90458, 1.45627], [1.12286, 1.01545, 0.37047], [0.52569, 2.86511, -0.48663], [0.66930, 3.08466, -1.85581], [0.31861, 4.30252, -2.42564], [-0.17955, 5.32651, -1.63140], [-0.33455, 5.11542, -0.26771], [0.01029, 3.89484, 0.29805], [1.05390, 2.28663, -2.47905], [0.43298, 4.44856, -3.49422], [-0.45618, 6.27742, -2.07314], [-0.74418, 5.89916, 0.35999], [-0.15528, 3.71779, 1.35260]], "mulliken_charge": [0.522, -0.578, 0.455, -0.684, 0.687, -0.767, -0.057, -0.369, -0.055, 0.864, -0.862, -0.606, 0.488, 0.501, 0.165, -0.086, 0.492, -0.612, -0.719, 0.071, 0.204, 0.627, -0.609, -0.620, -0.260, 0.118, 0.237, -0.219, -0.067, -0.383, -0.465, -0.314, -0.484, -0.231, 0.344, 0.325, 0.335, 0.317, 0.295]}